# 1
{
  "formula": "C7H15NO2",
  "method": "ωB97M-V/def2-TZVPD",
  "symbols": ["C", "C", "C", "C", "C", "C", "N", "C", "O", "H", "H", "H", "H", "H", "H", "H", "H", "H", "H", "H", "H", "H", "O", "H", "H"],
  "coordinates": [[0.67599, -2.58556, -0.19145], [0.42462, -1.08266, -0.18846], [-0.94158, -0.73929, 0.40608], [-1.32065, 0.72132, 0.32995], [-1.78989, 1.29924, -0.97674], [-2.75981, 1.11740, 0.16139], [1.49866, -0.35764, 0.52607], [2.18579, 1.23209, -0.34344], [2.89137, 0.87049, -1.30551], [0.67166, -2.98374, 0.83419], [-0.10808, -3.10017, -0.76311], [1.64523, -2.82006, -0.65366], [0.45790, -0.71820, -1.22700], [-1.69407, -1.33159, -0.13629], [-0.97240, -1.08348, 1.45405], [-0.72593, 1.38932, 0.95810], [-1.48208, 2.31294, -1.23663], [-1.86728, 0.61666, -1.82560], [-3.49812, 0.31760, 0.07881], [-3.11128, 2.00848, 0.68259], [1.22989, -0.14767, 1.48715], [1.20061, 1.70542, -0.54094], [2.83679, 1.89168, 0.68751], [2.35141, -0.91552, 0.56180], [2.20124, 2.38294, 1.22115]],
  "atomic_forces_ev_per_a": [[-0.003, -0.147, 0.020], [0.068, 0.180, -0.214], [-0.096, -0.169, 0.007], [0.169, 0.109, 0.105], [0.073, 0.063, -0.188], [-0.220, 0.028, 0.096], [-0.153, -0.480, 0.650], [1.381, 1.524, -2.887], [-1.251, -0.195, 1.736], [-0.007, 0.073, -0.228], [0.209, 0.092, 0.128], [-0.246, 0.063, 0.112], [0.011, -0.043, 0.171], [0.128, 0.143, 0.118], [-0.006, 0.039, -0.198], [-0.131, -0.145, -0.165], [-0.102, -0.324, 0.063], [0.022, 0.212, 0.253], [0.223, 0.237, 0.030], [0.087, -0.279, -0.169], [0.049, -0.148, -0.110], [-0.087, -0.519, 0.268], [0.002, -0.473, 0.528], [-0.063, 0.213, -0.079], [-0.055, -0.057, -0.050]],
  "lowdin_charge": [-0.0598, -0.3991, -0.1493, -0.3251, -0.1217, -0.1209, 0.0742, -0.5276, -0.0441, 0.0849, 0.0837, 0.0858, 0.1487, 0.1267, 0.1276, 0.1278, 0.1014, 0.1076, 0.1030, 0.1002, 0.1235, 0.1231, 0.0153, 0.1274, 0.0866],
  "e_homo_ha": -0.3278,
  "e_lumo_ev": 0.588,
  "e_above_lowest_kcal_mol": 53.3,
  "orbital_gap_ev": 9.51,
  "spin_multiplicity": 1,
  "total_energy_ev": -13085.9692
}


# 2
{
  "formula": "C7H15NO2P2",
  "method": "ωB97M-V/def2-TZVPD",
  "symbols": ["C", "P", "C", "C", "C", "C", "P", "C", "O", "N", "C", "O", "H", "H", "H", "H", "H", "H", "H", "H", "H", "H", "H", "H", "H", "H", "H"],
  "coordinates": [[2.92865, 0.37221, 1.59140], [2.61060, -0.27620, -0.21836], [1.78935, -2.03872, -0.14628], [1.41607, 0.94635, -1.15212], [0.30163, 1.24959, 0.04212], [-1.27260, 1.22554, -0.52032], [-2.07631, 0.03833, 0.79872], [-3.40713, -1.08086, -0.00055], [-2.79520, 1.11830, 2.01152], [-1.02585, 0.64496, -1.92085], [0.42053, 0.32658, -2.30407], [0.87650, -0.30714, -3.40730], [1.94604, 0.05442, 2.18810], [2.90932, 1.55134, 1.53475], [3.90495, -0.06955, 2.06560], [1.76577, -2.47442, 0.96133], [2.30871, -2.80644, -0.86252], [0.65516, -1.97360, -0.49717], [2.02119, 1.94352, -1.40164], [0.63086, 2.17056, 0.69714], [0.31889, 0.20576, 0.62079], [-1.74014, 2.30181, -0.50499], [-3.14285, -2.19687, 0.33081], [-4.45229, -0.72462, 0.44448], [-3.38822, -1.05729, -1.18470], [-2.05504, 1.16778, 2.71265], [-1.44858, -0.31135, -1.87852]],
  "atomic_forces_ev_per_a": [[-2.365, 0.288, 0.357], [2.155, -0.819, -1.323], [-1.767, -0.448, 0.545], [-2.381, 0.999, 1.780], [0.126, -0.888, 0.253], [2.391, 1.339, -0.003], [0.319, -0.021, 0.770], [-0.987, -0.029, -0.115], [2.046, -1.087, -0.755], [1.219, -2.368, 0.595], [2.781, -1.355, -3.269], [-3.701, 3.871, 7.020], [2.344, 0.749, -0.696], [0.370, -2.427, 0.217], [-1.998, 0.909, -1.196], [0.156, 0.990, -2.365], [-0.765, 1.780, 1.431], [2.221, -0.190, 0.775], [-1.363, -2.437, 0.019], [-0.939, -1.974, -1.135], [0.037, 2.703, -0.577], [0.781, -2.155, -0.458], [-0.703, 2.623, -0.578], [2.051, -1.045, -1.232], [-0.255, 0.143, 2.476], [-1.799, -0.205, -1.612], [0.026, 1.056, -0.922]],
  "lowdin_charge": [-0.3414, 0.8275, -0.3300, -0.3601, -0.2741, -0.4115, 0.9088, -0.3182, -0.3804, 0.0138, -0.2689, -0.0510, 0.0426, 0.0477, 0.0522, 0.0571, 0.0468, 0.0359, 0.1296, 0.1191, 0.0115, 0.1220, 0.0579, 0.0637, 0.0516, 0.0630, 0.0847],
  "smiles": "CP(C)[C@@H]1C[C@H](P(C)O)NC1=O",
  "e_homo_ha": -0.2856,
  "e_lumo_ev": 0.381,
  "orbital_gap_ev": 8.15,
  "spin_multiplicity": 1,
  "total_energy_ev": -31659.4430
}


# 3
{
  "formula": "C7H15NO5",
  "method": "ωB97M-V/def2-TZVPD",
  "symbols": ["C", "C", "O", "C", "O", "C", "C", "C", "O", "C", "N", "O", "H", "H", "H", "H", "H", "H", "H", "H", "H", "H", "H", "H", "H", "O", "H", "H"],
  "coordinates": [[0.58520, -3.23819, 0.62464], [0.63403, -1.75856, 0.30128], [1.90210, -1.24876, 0.76105], [1.96219, 0.02210, 1.25221], [2.26141, 0.21944, 2.38637], [1.77056, 1.14080, 0.24784], [0.37579, 1.34779, -0.35275], [-0.63217, 1.92384, 0.62579], [-1.16406, 0.95102, 1.54184], [-2.37651, 0.41723, 1.23558], [-2.41505, -0.25433, 0.00969], [-3.28769, 0.45041, 1.99956], [1.56193, -3.68990, 0.44610], [0.31694, -3.40338, 1.66882], [-0.15750, -3.73079, -0.00667], [0.53936, -1.59884, -0.77780], [-0.17911, -1.22599, 0.80016], [2.08892, 2.05714, 0.74917], [2.47282, 0.94827, -0.57014], [0.47764, 2.07424, -1.16556], [0.00742, 0.43334, -0.81702], [-0.15916, 2.68611, 1.24813], [-1.46049, 2.40936, 0.09742], [-3.37016, -0.54966, -0.16155], [-2.08300, 0.28930, -0.77944], [-0.01791, 0.82811, -3.54521], [-0.53308, 1.33632, -4.18009], [0.87959, 1.16358, -3.63943]],
  "atomic_forces_ev_per_a": [[-0.044, 0.026, 0.027], [-0.043, -0.054, -0.009], [-0.050, -0.101, 0.149], [-0.380, -0.021, -0.469], [0.250, 0.076, 0.515], [0.109, 0.061, -0.131], [0.159, 0.161, -0.044], [-0.070, -0.106, -0.055], [0.015, 0.282, 0.064], [0.479, -0.005, -0.539], [-0.617, 0.383, -0.080], [-0.383, -0.248, 0.551], [-0.071, -0.003, -0.077], [0.078, 0.014, -0.035], [0.035, -0.001, 0.061], [0.089, -0.008, 0.041], [0.138, -0.085, -0.093], [-0.020, -0.039, -0.045], [-0.029, -0.037, 0.063], [-0.006, -0.054, 0.067], [0.004, 0.162, 0.024], [-0.038, -0.069, 0.004], [0.038, -0.063, 0.006], [0.103, -0.026, -0.025], [0.290, -0.228, 0.088], [-0.037, 0.084, -0.020], [0.001, -0.047, -0.024], [0.000, -0.053, -0.013]],
  "lowdin_charge": [-0.0586, -0.2332, -0.0205, -0.4867, 0.1543, -0.0804, -0.1815, -0.1573, -0.0098, -0.6165, 0.1721, 0.1357, 0.0803, 0.0809, 0.0774, 0.1167, 0.0973, 0.1247, 0.1281, 0.1107, 0.0734, 0.1346, 0.1319, 0.1102, 0.0898, -0.0540, 0.0404, 0.0400],
  "smiles": "CCOC(=O)CCCOC(N)=O.O",
  "e_homo_ha": -0.3717,
  "e_lumo_ev": 0.158,
  "e_above_lowest_kcal_mol": 0.0,
  "orbital_gap_ev": 10.27,
  "spin_multiplicity": 1,
  "total_energy_ev": -19229.8236
}


# 4
{
  "formula": "C7H15NOS",
  "method": "ωB97M-V/def2-TZVPD",
  "symbols": ["C", "C", "C", "C", "C", "C", "C", "N", "O", "S", "H", "H", "H", "H", "H", "H", "H", "H", "H", "H", "H", "H", "H", "H", "H"],
  "coordinates": [[0.26776, 2.30747, 0.44641], [1.12969, 1.14413, 0.78530], [-1.28084, 0.77024, -0.51065], [1.74377, -1.37679, -0.24990], [2.96070, -1.52754, 0.57855], [-2.61215, -1.06018, -1.11074], [-2.62679, 0.40590, -0.61276], [-1.00658, 1.86817, 0.11373], [2.91770, 0.86522, -1.30572], [1.56805, 0.39678, -0.85840], [0.29283, 3.07503, 1.28366], [0.60546, 2.96399, -0.42436], [2.05290, 1.58278, 1.26933], [0.63195, 0.44793, 1.54196], [1.51042, -1.95627, -1.13919], [0.80473, -1.42835, 0.33238], [3.50574, -2.48023, 0.49847], [2.92217, -1.23295, 1.62599], [3.70596, -0.86597, 0.15137], [-2.26889, -1.08847, -2.18337], [-3.56418, -1.54961, -1.01652], [-1.85464, -1.48622, -0.62057], [-3.17106, 0.67360, 0.26356], [-3.10679, 1.03749, -1.49992], [-1.72733, 2.51934, 0.40055]],
  "atomic_forces_ev_per_a": [[1.138, 2.947, 0.006], [1.903, 0.100, 1.034], [0.394, -1.113, -0.813], [-2.384, 1.450, 0.296], [2.067, -0.438, -0.363], [-2.301, 2.199, -2.607], [-1.768, -0.841, -4.427], [-0.273, 3.651, 2.557], [-0.557, -0.042, 0.545], [0.437, -1.013, 0.408], [-0.526, -1.090, -0.614], [0.708, -1.029, 0.729], [-0.577, -0.901, -0.687], [0.563, 0.787, -1.321], [0.894, -0.377, -0.014], [0.320, -0.248, -0.090], [-0.717, -0.093, 0.155], [-0.619, -0.152, -0.020], [0.307, 0.454, -0.168], [-0.649, 0.199, 0.896], [-0.252, -0.420, 0.076], [2.514, -2.394, 2.246], [-0.675, -0.347, 1.008], [0.384, -0.865, 1.558], [-0.331, -0.425, -0.393]],
  "lowdin_charge": [-0.3371, -0.3306, -0.1649, -0.3722, -0.1589, -0.0910, -0.2823, -0.0898, -0.5309, 0.9253, 0.1388, 0.1359, 0.1150, 0.1265, 0.0798, 0.0663, 0.0828, 0.0793, 0.0559, 0.0992, 0.0662, 0.0003, 0.0947, 0.1424, 0.1491],
  "e_homo_ha": [-0.2024, -0.3257],
  "e_lumo_ev": [0.890, -0.626],
  "s_squared": 2.01,
  "e_above_lowest_kcal_mol": 0.0,
  "orbital_gap_ev": [6.40, 8.24],
  "spin_multiplicity": 3,
  "total_energy_ev": -21868.5693
}


Number 1: maximum force 3.5 eV Å⁻¹. Number 2: maximum force 8.8 eV Å⁻¹. Number 3: maximum force 0.7 eV Å⁻¹. Number 4: maximum force 4.8 eV Å⁻¹.